(1)
A cluster of 3 separate species, C8H26O2P2S in total at a distorted geometry. Source: OMol25; level of theory: ωB97M-V/def2-TZVPD.

Element x y z (Å)
H 7.328 -0.517 0.927
H -5.040 -1.763 -0.257
C -2.677 -2.580 -1.329
H 2.498 2.661 1.989
H -2.358 -1.959 0.712
H 2.157 3.571 0.510
H -0.096 2.094 3.089
H 7.152 1.434 -0.598
C -2.367 -1.520 -0.287
H 7.070 -0.797 -1.561
H -1.471 2.619 1.014
H -0.763 0.473 3.085
P 7.221 0.029 -0.399
C 1.092 1.706 0.661
C -1.700 1.777 1.668
H -1.907 -3.350 -1.298
O -3.898 -3.264 -1.109
H -1.390 -1.076 -0.479
H 4.471 -1.098 -0.941
H -2.481 2.096 2.360
C 1.715 2.943 1.283
C -5.062 -2.460 -1.103
H 1.858 1.152 0.123
H -2.094 0.973 1.047
H -3.104 -0.715 -0.289
H -2.655 -2.154 -2.338
H 8.657 0.023 -0.560
H -4.514 -1.005 -2.627
H 0.981 3.544 1.822
S 4.290 1.675 -1.057
O 0.553 0.797 1.611
C -5.306 -1.721 -2.406
P 4.959 0.036 -0.225
H 0.330 1.982 -0.077
H -5.361 -2.424 -3.239
H -5.886 -3.149 -0.918
H 4.522 -0.165 1.115
C -0.479 1.302 2.436
H -6.246 -1.170 -2.355

Calculated values
F_max = 1.39 eV/A
electronic energy = -1551.62023 Ha
gap between HOMO and LUMO = 8.51 eV
multiplicity = 1
SMILES = [PH4][PH2]=S.CCOCC.CCOCC



(2)
A structure of composition C8H27HfO8 at a distorted geometry. Source: OMol25; level of theory: ωB97M-V/def2-TZVPD.

Element x y z (Å)
H 0.852 -4.520 2.408
H 0.090 -0.698 4.583
C -2.777 2.205 -0.501
C 0.985 1.575 -2.746
H 0.550 0.483 -4.537
H 1.532 -0.637 3.556
H 2.025 1.236 -2.613
H -2.036 -1.926 -1.876
H -0.201 2.153 -4.449
H 3.524 -1.730 1.287
H -2.013 -2.106 1.561
H -1.231 2.974 -1.767
H 1.552 1.949 -4.738
H -0.929 -4.157 0.615
H 0.757 0.820 4.049
C 0.073 -3.686 0.626
H 3.731 -0.106 1.830
C -2.142 3.345 -1.284
O -1.821 -1.032 -1.592
H -3.111 -1.229 0.932
O -0.225 -0.181 2.557
H -0.064 -3.023 2.767
Hf -0.137 -0.124 0.220
H -1.743 4.102 -0.597
C 0.669 1.527 -4.253
H -3.108 1.489 -1.277
O 0.942 1.969 0.919
H 1.519 -2.944 2.071
H 1.814 2.350 0.778
C 3.450 -0.690 0.930
H 0.466 2.587 1.488
H 1.023 2.630 -2.426
O 0.189 0.776 -1.953
C 0.589 -3.515 2.045
O 0.183 -2.482 -0.068
C 0.531 -0.206 3.706
H 4.272 -0.469 0.230
H -2.256 -0.440 -2.217
H -3.658 2.529 0.065
O -2.165 -1.276 1.093
O -1.885 1.453 0.246
O 2.238 -0.378 0.386
H 0.646 -4.417 0.038
H -2.700 3.820 -2.093

Calculated values
F_max = 2.70 eV/A
electronic energy = -970.99861 Ha
gap between HOMO and LUMO = 7.17 eV
net charge = -1
multiplicity = 1



(3)
A structure of composition C8H27N9O5Tl at a distorted geometry. Source: OMol25; level of theory: ωB97M-V/def2-TZVPD.

Element x y z (Å)
H 3.513 -6.010 -27.623
O -3.061 -1.538 -25.806
H 2.241 4.711 -20.330
H -1.530 1.890 -17.917
H 0.803 -1.025 -32.243
H 4.865 -3.486 -26.036
C -1.550 3.014 -19.667
H 1.885 -5.234 -27.728
H 1.968 -5.021 -19.658
C -0.234 3.749 -19.460
N 4.486 -4.236 -26.596
Tl 1.084 2.068 -25.012
O 1.620 -2.429 -21.373
H -2.885 2.286 -21.040
H -0.601 1.066 -19.076
H -0.087 3.747 -18.380
H -2.333 3.614 -19.205
H -3.413 -4.408 -25.005
H -2.159 3.511 -21.574
H 3.112 -1.848 -19.563
O 2.589 -3.147 -26.738
C -1.531 1.626 -18.974
H -0.348 -0.038 -33.367
N -3.113 -3.481 -24.740
H 5.038 -4.707 -27.299
N -0.639 0.368 -32.490
C 2.115 3.700 -19.941
C 3.202 -4.147 -26.863
H 2.359 3.618 -18.882
C -0.174 0.182 -31.290
H -0.278 4.809 -19.711
C 1.928 -3.156 -20.480
H -1.103 1.265 -32.494
N 0.581 -0.819 -31.279
C -3.629 -2.542 -25.495
O -0.379 0.924 -30.306
H -5.208 -2.348 -26.664
N 2.854 -5.265 -27.446
N 2.746 -2.789 -19.556
N 1.630 -4.424 -20.400
H 3.213 -3.553 -19.089
H 2.873 3.065 -20.399
O 0.837 3.127 -20.194
N -4.775 -2.964 -25.991
H -2.384 0.992 -19.218
H -5.227 -3.777 -25.598
H 1.174 -1.239 -30.577
H 0.992 -4.803 -21.085
N -1.952 2.671 -21.053
H -2.190 -3.211 -24.432

Calculated values
F_max = 7.32 eV/A
electronic energy = -1361.33208 Ha
gap between HOMO and LUMO = 1.53 eV
net charge = +3
multiplicity = 1



(4)
A cluster of 5 separate species, C8H27O9 in total at a distorted geometry. Source: OMol25; level of theory: ωB97M-V/def2-TZVPD.

Element x y z (Å)
H -2.911 1.585 3.850
H -2.522 -2.695 -3.383
O 0.576 -0.379 -1.223
O -0.515 -0.192 2.343
H 0.070 -0.956 -0.591
H -0.301 2.155 4.409
C -1.873 1.230 3.778
O -0.988 2.333 3.756
H 0.776 0.518 -0.836
O -1.806 -1.853 -1.565
O -0.302 -0.233 -3.695
H -0.898 2.239 -2.352
C 1.740 -2.950 1.460
H -2.341 -0.143 -3.300
C 0.393 3.194 -1.274
O 1.576 1.849 0.438
H 1.733 3.935 0.149
H -1.870 0.564 4.647
H -0.090 4.170 -1.300
H 3.796 -3.326 1.032
H 3.516 -0.980 1.398
H -0.090 0.142 -4.554
H 0.120 0.527 2.295
H -2.614 -0.234 2.361
O 3.359 -1.358 0.528
H 0.183 3.391 0.779
C -1.704 -2.112 -2.956
H 1.424 -3.978 1.632
H -1.945 -0.972 -4.786
H -0.789 -2.699 -3.047
H 0.288 -0.379 -2.200
O 0.668 -2.181 0.918
H 1.168 3.088 -2.036
H 1.920 -2.550 2.474
H 1.892 1.940 1.344
H 0.265 -1.521 1.512
H -1.986 1.197 1.698
O -0.599 2.179 -1.440
C -1.607 -0.817 -3.761
C -1.770 0.445 2.469
C 1.012 3.113 0.120
H -2.675 -1.493 -1.352
C 2.998 -2.699 0.621
H 2.725 -3.094 -0.359

Calculated values
F_max = 2.25 eV/A
electronic energy = -997.85278 Ha
gap between HOMO and LUMO = 10.17 eV
net charge = +1
multiplicity = 1



(5)
A structure of composition C8H28AgO8 at a distorted geometry. Source: OMol25; level of theory: ωB97M-V/def2-TZVPD.

Element x y z (Å)
C -0.415 0.280 -0.518
H -4.176 3.729 -0.309
H 0.235 3.174 1.277
C -2.511 -1.406 -3.649
H 2.663 -0.950 3.975
O 0.910 0.178 -0.173
O -0.956 -2.171 -0.724
O 1.987 -1.237 -3.083
C 1.101 -0.927 -4.149
H -4.418 -1.675 -3.274
C -3.321 4.122 0.261
H 0.299 -0.285 -3.791
H -2.523 -0.318 -3.478
H 2.363 3.142 3.118
H -0.344 0.452 -1.609
Ag 1.369 -2.064 -0.808
H -1.684 -0.933 0.771
H 0.369 -2.842 1.752
O -2.940 3.235 1.280
H 1.351 -4.862 2.255
H 2.899 -1.082 -3.328
H 2.324 0.763 4.033
H 0.193 3.768 2.952
O 2.015 2.996 2.236
H -0.837 1.224 -0.146
C 1.919 -3.930 2.239
H -2.235 2.659 0.979
H -1.558 -1.814 -3.334
H -3.718 5.035 0.703
C -1.365 -0.933 -0.285
H -2.662 -1.509 -4.729
O -3.585 -1.924 -2.872
H 1.648 -0.414 -4.945
O 3.796 0.182 2.614
H 4.532 0.253 3.228
H 2.072 -3.532 3.242
H -2.545 4.339 -0.472
H -2.269 -0.673 -0.864
C 2.629 -0.046 3.347
H 0.667 -1.819 -4.606
C 0.599 3.000 2.284
H 1.748 -0.144 2.708
O 1.271 -2.944 1.424
H 0.227 2.057 2.700
H 2.876 -4.150 1.769

Calculated values
F_max = 1.85 eV/A
electronic energy = -1070.21587 Ha
gap between HOMO and LUMO (alpha / beta) = 7.70 / 6.12 eV
⟨S²⟩ = 0.757
multiplicity = 2



(6)
A cluster of 7 separate species, C8H28BrN4O9 in total at a distorted geometry. Source: OMol25; level of theory: ωB97M-V/def2-TZVPD.

Element x y z (Å)
C -1.417 -2.366 -2.898
O 3.163 1.117 -1.086
H 3.721 3.085 -0.716
C 3.832 2.680 -2.820
O -0.591 1.754 -3.652
O -0.108 -1.903 -2.546
C 3.172 2.483 -1.450
O 1.123 0.930 4.773
H -3.536 -0.120 3.150
O 5.251 2.659 -2.899
H 0.591 -0.015 1.795
H -1.894 -2.656 -0.813
H 3.371 1.971 -3.518
Br -0.464 0.669 -0.496
O -3.341 2.380 0.899
C -2.396 -2.330 -1.734
H 1.012 2.979 3.358
H 0.651 2.136 1.890
H 3.610 3.683 -3.213
C -3.653 1.084 1.336
H -2.879 2.587 3.202
N 1.793 -4.543 1.617
H 0.556 -1.057 3.199
H -1.982 0.766 2.613
H 2.147 2.859 -1.507
H 0.252 -1.934 0.496
H -0.664 1.742 -2.682
H -1.313 -3.382 -3.300
C 0.868 0.945 3.559
H -3.092 -3.173 -1.857
H 2.662 -4.785 2.050
H 5.521 1.768 -3.142
C -3.071 0.766 2.728
H -1.646 -1.831 -3.828
O -3.314 1.851 3.655
H 0.927 -4.907 1.962
O -3.146 -1.134 -1.648
H -0.383 -3.351 1.218
N 0.727 -0.166 2.780
N 0.895 2.115 2.868
H -4.737 1.015 1.471
H -2.486 -0.475 -1.354
H -2.564 2.326 0.325
H 2.289 0.921 -0.732
H -0.218 -1.153 -1.934
O 2.637 -2.869 0.342
H -0.627 0.825 -3.901
H -3.339 0.283 0.665
N 0.408 -2.866 0.847
C 1.680 -3.361 0.929

Calculated values
F_max = 2.12 eV/A
electronic energy = -3791.97379 Ha
gap between HOMO and LUMO = 9.58 eV
net charge = -1
multiplicity = 1



(7)
A structure of composition C8H28DyOP2S at a distorted geometry. Source: OMol25; level of theory: ωB97M-V/def2-TZVPD.

Element x y z (Å)
H 3.940 2.315 2.452
H -1.961 1.443 1.529
H 1.468 3.093 -1.565
C -2.310 -2.746 1.938
P -0.905 -2.534 0.795
H 1.335 -3.469 1.126
S 2.797 0.408 1.755
H 0.691 -2.741 2.615
H -1.540 -0.342 -0.859
H 0.900 -1.556 -2.231
C 0.434 -3.364 1.747
H -0.210 0.478 -4.212
H 0.762 -0.058 2.930
C -1.556 3.259 -1.921
H -2.598 2.940 -1.795
C 1.648 0.554 3.136
H 0.123 -4.363 2.095
H -1.510 3.999 -2.732
H 1.890 1.831 -2.750
Dy 0.371 -0.521 -0.749
H 1.349 1.602 3.275
H -1.952 0.904 2.041
H -3.233 -2.404 1.455
P -0.505 1.786 -2.193
C 3.214 2.166 1.644
H -0.839 2.101 -4.632
H -1.248 3.753 -0.989
H 2.160 0.180 4.028
H 2.338 2.803 1.792
C -1.271 -3.863 -0.421
H 3.706 2.415 0.696
C 1.133 2.584 -2.480
H -0.426 -3.970 -1.117
H -1.448 -4.810 0.113
H -2.163 -3.590 -1.003
H -2.166 -2.133 2.835
H -2.440 -3.792 2.245
C -0.907 1.275 -3.912
H 1.043 3.319 -3.298
H -1.919 0.853 -3.940
O 1.805 0.193 0.559

Calculated values
F_max = 3.45 eV/A
electronic energy = -2362.43190 Ha
gap between HOMO and LUMO (alpha / beta) = 8.01 / 8.00 eV
⟨S²⟩ = 9.339
net charge = +1
multiplicity = 6



(8)
A structure of composition C8H28N8O6Ti at a distorted geometry. Source: OMol25; level of theory: ωB97M-V/def2-TZVPD.

Element x y z (Å)
N 3.543 1.326 -2.189
O 1.947 -0.201 -1.639
N -3.177 -0.290 0.085
H 3.047 1.943 -1.561
H -2.855 -3.435 -2.717
H -0.617 1.042 -2.353
H -2.719 1.904 -2.265
N 3.413 -0.400 -3.307
N 1.034 -2.841 3.655
H -1.425 -4.632 -1.851
H -0.336 -1.159 4.661
C 1.426 2.166 1.836
C -1.981 2.138 -1.499
H -2.851 0.313 -0.657
C 0.711 -1.740 3.026
N -0.989 -3.914 -1.290
O -0.935 1.153 -1.453
H -2.534 -1.142 2.947
H -0.038 -4.078 -0.992
C -1.338 -2.677 -1.581
N -0.141 -0.948 3.693
C 2.913 1.576 1.830
H -3.874 -0.972 -0.175
O 1.022 2.120 0.562
H 1.715 -3.357 3.116
O 1.058 -1.508 1.928
Ti 0.387 0.048 -0.002
H -2.698 -1.706 -2.478
H 0.734 1.625 2.483
H -3.750 -1.685 1.701
N -2.370 -2.647 -2.313
O -1.618 0.472 1.496
H -2.144 4.238 -1.683
H 3.075 -1.332 -3.499
H -0.587 3.739 -0.986
H 2.830 0.560 1.445
C -2.637 -0.185 1.206
H 4.265 1.548 -2.860
C 2.892 0.215 -2.308
H 3.633 2.051 1.163
H -0.431 -0.058 3.312
H 1.597 2.741 0.110
H -0.983 3.443 -2.745
H 1.441 3.212 2.142
C -1.353 3.489 -1.720
H 3.377 1.598 2.816
H 0.406 -3.127 4.392
N -3.013 -1.094 2.059
H 4.188 -0.002 -3.818
O -0.697 -1.738 -1.140
H -2.563 2.205 -0.580

Calculated values
F_max = 7.62 eV/A
electronic energy = -2060.39864 Ha
gap between HOMO and LUMO (alpha / beta) = 3.50 / 10.25 eV
⟨S²⟩ = 3.752
net charge = +1
multiplicity = 4



(9)
A cluster of 7 separate species, C8H30O11 in total at a distorted geometry. Source: OMol25; level of theory: ωB97M-V/def2-TZVPD.

Element x y z (Å)
H 6.259 -2.011 -1.263
H -2.601 1.386 -1.151
H 3.934 0.517 -0.619
O -1.231 2.671 -4.312
H 2.819 2.031 1.742
O -4.367 0.536 1.033
H 2.883 -0.995 -1.012
C -1.024 1.690 -2.192
H -2.956 2.357 -3.270
O -0.849 -1.359 -2.502
H -4.128 0.751 2.981
H -2.748 1.398 2.115
H -0.326 2.208 3.336
C -2.799 -0.813 2.267
H 0.552 -2.670 0.893
H -3.525 -1.683 2.282
C 0.244 -1.847 -1.796
O 2.981 -0.498 0.867
H -0.900 -3.570 -1.022
H -0.634 0.662 3.406
H -1.204 3.516 -3.870
C -3.520 0.546 2.149
H 3.731 -0.303 1.457
C -1.879 1.871 -3.433
H 0.939 0.192 0.610
H -2.720 -0.933 4.205
H -2.183 0.942 -3.913
O -2.105 -0.692 3.445
H 5.513 -0.860 0.658
O 0.239 0.774 0.840
O 5.682 -1.246 -1.243
H 4.671 -2.328 0.240
C 3.643 -0.511 -0.366
H 0.837 -2.506 -2.445
H -0.056 1.193 -2.378
C 4.945 -1.294 -0.064
H -2.046 -1.034 1.594
O 0.704 -3.201 0.097
H -1.473 -0.859 -1.982
O -0.184 1.394 3.814
C -0.291 -2.736 -0.705
O -1.873 0.904 -1.397
H 1.366 2.129 1.247
H -4.923 1.330 1.061
H -0.931 -2.079 -0.153
O 2.170 2.681 1.498
H -0.508 0.754 0.217
H -0.973 2.689 -1.695
H 0.845 -1.095 -1.270

Calculated values
F_max = 4.62 eV/A
electronic energy = -1150.28767 Ha
gap between HOMO and LUMO = 10.09 eV
multiplicity = 1
SMILES = OCCO.OCCO.OCCO.OCCO.O.O.O



(10)
A cluster of 10 separate species, C8H30O9 in total at a distorted geometry. Source: OMol25; level of theory: ωB97M-V/def2-TZVPD.

Element x y z (Å)
H -0.062 -4.513 -1.033
H -4.091 0.783 -1.994
C 0.126 0.187 0.842
H 1.366 -0.744 4.639
C 1.903 -2.003 -0.637
O -1.539 -1.092 4.101
H -2.335 -1.192 -3.647
H -0.592 1.294 2.991
H -0.116 -2.609 -1.041
H -2.173 0.207 -3.736
C -0.215 0.385 -2.533
H 2.132 2.319 -0.128
H -1.336 2.459 3.566
H 2.459 -1.865 0.289
C -0.115 -0.609 -0.280
H -1.060 -1.375 3.349
H -2.693 -1.043 -0.921
H -0.462 -4.187 0.281
O -2.682 -0.470 -4.247
O -0.526 -4.979 -0.335
H -0.855 -1.113 4.723
H 0.895 0.534 -2.537
O 1.314 -1.441 4.034
H 1.773 4.227 -1.476
H -0.778 0.511 -3.400
H 1.928 -1.057 3.474
C -2.316 -0.037 -1.236
H 2.557 0.706 1.825
H -1.447 2.415 -2.137
H 2.313 -2.958 -1.088
O -1.073 3.196 -1.790
C -0.835 0.019 -1.369
H 0.576 3.129 -1.345
O 2.662 1.673 0.346
C -3.069 0.897 -1.771
O 1.587 3.244 -1.392
H -2.757 1.870 -2.049
H 0.608 -0.295 1.659
H -1.677 3.866 -2.004
H -0.329 1.125 0.892
O -0.734 2.266 2.923
H 2.074 -1.169 -1.444
O 2.720 0.398 2.772
C 0.372 -2.088 -0.296
H 0.125 -2.557 0.611
H 2.786 0.939 -0.356
H 3.590 0.750 2.903

Calculated values
F_max = 5.21 eV/A
electronic energy = -999.80220 Ha
gap between HOMO and LUMO = 9.56 eV
multiplicity = 1
SMILES = C=CC(=C)C(=C)CC.O.O.O.O.O.O.O.O.O



What did the seventh record say?
A structure of composition C8H28DyOP2S at a distorted geometry. Source: OMol25; level of theory: ωB97M-V/def2-TZVPD.

Element x y z (Å)
H 3.940 2.315 2.452
H -1.961 1.443 1.529
H 1.468 3.093 -1.565
C -2.310 -2.746 1.938
P -0.905 -2.534 0.795
H 1.335 -3.469 1.126
S 2.797 0.408 1.755
H 0.691 -2.741 2.615
H -1.540 -0.342 -0.859
H 0.900 -1.556 -2.231
C 0.434 -3.364 1.747
H -0.210 0.478 -4.212
H 0.762 -0.058 2.930
C -1.556 3.259 -1.921
H -2.598 2.940 -1.795
C 1.648 0.554 3.136
H 0.123 -4.363 2.095
H -1.510 3.999 -2.732
H 1.890 1.831 -2.750
Dy 0.371 -0.521 -0.749
H 1.349 1.602 3.275
H -1.952 0.904 2.041
H -3.233 -2.404 1.455
P -0.505 1.786 -2.193
C 3.214 2.166 1.644
H -0.839 2.101 -4.632
H -1.248 3.753 -0.989
H 2.160 0.180 4.028
H 2.338 2.803 1.792
C -1.271 -3.863 -0.421
H 3.706 2.415 0.696
C 1.133 2.584 -2.480
H -0.426 -3.970 -1.117
H -1.448 -4.810 0.113
H -2.163 -3.590 -1.003
H -2.166 -2.133 2.835
H -2.440 -3.792 2.245
C -0.907 1.275 -3.912
H 1.043 3.319 -3.298
H -1.919 0.853 -3.940
O 1.805 0.193 0.559

Calculated values
F_max = 3.45 eV/A
electronic energy = -2362.43190 Ha
gap between HOMO and LUMO (alpha / beta) = 8.01 / 8.00 eV
⟨S²⟩ = 9.339
net charge = +1
multiplicity = 6